ORCA calculation (ωB97M-V/def2-TZVPD) on C13H13N4O13V2 as an isolated structure in a non-equilibrium geometry.

Output
net charge = +1
E_tot = -3587.29000 Eh
lowest unoccupied orbital energy = -8.0 eV
gap between HOMO and LUMO = 2.882 eV

Cartesian coordinates (Å):
O 0.70 -4.17 2.83
V 2.27 -4.00 3.04
O 2.97 -5.34 2.61
O 1.88 2.17 6.76
V 3.17 1.27 6.87
O 4.53 2.22 6.76
N 2.91 0.53 1.27
O 3.37 1.21 0.38
O 2.81 0.92 2.44
O 2.58 -0.64 1.05
C -1.65 4.43 -2.04
N -0.38 5.14 -1.84
O 0.63 4.65 -2.35
O -0.36 6.12 -1.17
H -2.45 4.96 -1.52
H -1.62 3.42 -1.63
H -1.85 4.32 -3.11
C 3.11 -5.66 -3.17
C 4.33 -4.86 -3.36
C 4.16 -3.49 -3.50
C 2.86 -2.91 -3.54
C 1.75 -3.72 -3.37
C 1.87 -5.09 -3.18
N 2.64 -1.52 -3.94
O 3.67 -0.80 -4.01
O 1.48 -1.14 -4.00
H 3.22 -6.72 -3.00
H 5.32 -5.28 -3.36
H 5.02 -2.89 -3.77
H 0.71 -3.42 -3.31
H 0.98 -5.70 -3.09
C -3.96 3.65 2.58
C -2.92 2.68 2.53
C -3.14 1.42 2.08
C -4.43 1.05 1.71
C -5.50 2.00 1.82
C -5.24 3.30 2.28
N -4.84 -0.38 1.31
O -3.96 -1.17 1.14
O -6.05 -0.63 1.12
H -3.85 4.66 2.94
H -1.91 2.98 2.78
H -2.33 0.70 2.06
H -6.49 1.69 1.51
H -6.04 4.02 2.40

These are the Löwdin partial charges, in e, on atoms 1 to 5: atom 1 (O): -0.213, atom 2 (V): 1.265, atom 3 (O): -0.212, atom 4 (O): -0.199, atom 5 (V): 1.266

ORCA calculation (ωB97M-V/def2-TZVPD) on C37H39CdFN7O5S2 as an isolated structure.

Output
energy above the lowest of the compared OMol25 structures with the same formula, charge and spin = 0.00 kJ/mol
net charge = +1
E_tot = -3256.66003 Eh
lowest unoccupied orbital energy = -3.2 eV
gap between HOMO and LUMO = 6.225 eV

Cartesian coordinates (Å):
Cd -0.06 0.30 -0.36
F -6.42 0.60 2.02
C -5.73 1.53 1.32
C -4.38 1.44 1.21
C -3.66 2.43 0.54
C -2.20 2.28 0.40
O -1.65 1.30 0.94
C -1.55 3.29 -0.38
C -2.29 4.33 -0.85
N -3.63 4.49 -0.68
C -4.29 5.62 -1.28
C -3.66 6.97 -1.17
C -4.90 6.66 -0.38
C -4.35 3.51 -0.02
C -5.75 3.56 0.06
C -6.45 2.58 0.72
N -7.87 2.66 0.76
C -8.47 3.63 1.67
C -9.70 4.23 0.97
N -10.14 3.25 -0.09
C -10.13 1.84 0.44
C -8.66 1.44 0.69
C -0.07 3.37 -0.74
O 0.37 4.48 -1.00
O 0.60 2.27 -0.79
H -3.85 0.60 1.65
H -1.78 5.11 -1.40
H -4.81 5.38 -2.21
H -3.73 7.62 -2.02
H -2.73 7.04 -0.62
H -5.83 7.12 -0.69
H -4.78 6.51 0.68
H -6.29 4.36 -0.42
H -7.76 4.42 1.90
H -8.76 3.16 2.62
H -9.47 5.16 0.46
H -10.54 4.38 1.64
H -9.45 3.30 -0.85
H -11.05 3.50 -0.46
H -10.61 1.20 -0.29
H -10.72 1.86 1.35
H -8.28 0.83 -0.12
H -8.62 0.85 1.61
C -6.09 -2.62 3.33
C -5.09 -2.43 2.22
C -5.43 -2.68 0.89
C -4.51 -2.52 -0.13
C -3.22 -2.11 0.18
C -2.85 -1.86 1.49
C -3.79 -2.02 2.50
S -2.08 -1.82 -1.15
O -2.32 -0.43 -1.53
O -2.29 -2.84 -2.14
N -0.64 -1.81 -0.48
C 0.37 -2.74 -0.73
C 0.20 -4.10 -0.78
C 1.32 -4.96 -0.94
C 2.59 -4.46 -1.02
C 2.80 -3.06 -0.97
C 4.09 -2.48 -1.04
C 4.22 -1.12 -1.01
C 3.06 -0.33 -0.91
N 1.86 -0.85 -0.83
C 1.70 -2.20 -0.85
H -6.09 -3.66 3.68
H -7.10 -2.40 2.98
H -5.87 -1.99 4.18
H -6.44 -3.01 0.66
H -4.77 -2.73 -1.16
H -1.85 -1.53 1.72
H -3.51 -1.81 3.53
H -0.79 -4.52 -0.71
H 1.16 -6.02 -0.99
H 3.44 -5.13 -1.13
H 4.96 -3.12 -1.12
H 5.19 -0.65 -1.07
H 3.12 0.75 -0.89
C -0.87 -0.96 4.80
N -0.59 -2.07 3.93
C -0.87 -3.44 4.36
C -0.35 -4.26 3.19
N 0.65 -3.35 2.64
C 0.40 -2.07 3.00
S 1.25 -0.77 2.39
H -1.95 -0.90 4.98
H -0.53 -0.04 4.32
H -0.36 -1.07 5.76
H -1.93 -3.58 4.56
H -0.31 -3.66 5.29
H -1.14 -4.45 2.46
H 0.09 -5.21 3.49
H 1.09 -3.52 1.75

These are the Löwdin partial charges, in e, on atoms 1 to 5: atom 1 (Cd): 1.416, atom 2 (F): 0.067, atom 3 (C): -0.179, atom 4 (C): 0.106, atom 5 (C): -0.031

ORCA calculation (ωB97M-V/def2-TZVPD) on an isolated molecule of C5H12N2S in a non-equilibrium geometry.

Output
energy above the lowest of the compared OMol25 structures with the same formula, charge and spin = 451.36 kJ/mol
E_tot = -705.22089 Eh
SMILES = C=CC[C@@H](C)[SH](=N)=N
lowest unoccupied orbital energy = 0.8 eV
gap between HOMO and LUMO = 9.993 eV

Cartesian coordinates (Å):
C -1.70 0.79 0.60
C -0.42 0.93 -0.16
C -1.84 1.36 1.82
C 0.20 -0.49 0.04
C -0.32 -1.47 -1.02
N 2.85 0.59 0.45
N 2.80 -1.47 -0.87
S 2.01 -0.28 -0.41
H -2.53 0.27 0.14
H 1.67 0.42 -1.61
H -0.51 1.13 -1.16
H 0.25 1.72 0.18
H -2.85 1.28 2.26
H -1.12 1.99 2.27
H -0.05 -0.94 1.06
H 0.45 -2.24 -1.06
H -0.40 -1.13 -2.01
H -1.19 -1.83 -0.68
H 2.37 1.48 0.79
H 3.30 -1.72 -0.10

These are the Löwdin partial charges, in e, on atoms 1 to 5: atom 1 (C): -0.180, atom 2 (C): -0.234, atom 3 (C): 0.021, atom 4 (C): -0.416, atom 5 (C): -0.106

ORCA calculation (ωB97M-V/def2-TZVPD) on a 7-piece molecular cluster, C16H45BI2N5O13P overall in a non-equilibrium geometry.

Output
E_tot = -2850.05983 Eh
SMILES = COB(O)[C@]1(/C(I)=C(/C)I)[N@H+](C(=O)[O-])[C@@](CN)(P(=N)(O)O)COC1(N)N.CO.CO.CO.CO.CO.CO
lowest unoccupied orbital energy = -0.2 eV
gap between HOMO and LUMO = 8.185 eV

Cartesian coordinates (Å):
C -3.39 1.31 -0.99
O -2.20 0.49 -1.09
B -2.38 -0.87 -1.13
O -3.02 -1.37 -2.28
C -1.85 -1.90 0.03
C -3.16 -2.59 0.52
I -5.08 -1.69 0.16
C -3.25 -3.71 1.24
C -4.57 -4.33 1.70
I -1.56 -4.79 1.92
N -1.27 -1.26 1.25
C -2.11 -0.19 1.96
O -2.88 -0.63 2.83
O -1.93 1.00 1.76
C 0.21 -0.98 1.23
C 0.66 0.28 0.46
N 1.68 1.09 1.18
P 0.76 -0.81 3.03
N 2.30 -1.00 3.14
O 0.09 -2.03 3.92
O 0.32 0.58 3.70
C 1.02 -2.22 0.71
O 0.34 -3.20 -0.07
C -0.82 -2.78 -0.76
N -1.52 -3.95 -1.29
N -0.33 -2.09 -1.99
H -3.84 1.17 0.00
H -4.14 1.05 -1.75
H -3.06 2.36 -1.04
H -2.52 -0.98 -3.01
H -5.13 -3.63 2.34
H -5.14 -4.54 0.78
H -4.41 -5.30 2.18
H -1.32 -2.03 1.94
H -0.13 0.98 0.18
H 1.16 0.00 -0.49
H 2.57 0.70 0.88
H 1.63 2.01 0.75
H 2.70 -0.17 3.58
H 0.25 -2.85 3.43
H -0.53 0.50 4.15
H 1.45 -2.76 1.57
H 1.90 -1.88 0.15
H -2.00 -3.69 -2.14
H -0.79 -4.63 -1.50
H 0.19 -2.81 -2.48
H 0.36 -1.36 -1.76
C 4.23 -0.63 -1.29
O 3.69 0.65 -0.98
H 4.47 -1.15 -0.36
H 3.50 -1.22 -1.85
H 5.14 -0.52 -1.89
H 3.49 1.08 -1.82
C -2.66 5.24 -2.03
O -3.71 4.47 -1.45
H -1.73 4.68 -1.92
H -2.86 5.41 -3.09
H -2.56 6.20 -1.51
H -4.52 4.98 -1.55
C -7.28 0.61 -3.89
O -6.35 0.76 -2.83
H -8.08 1.33 -3.75
H -6.80 0.79 -4.85
H -7.71 -0.40 -3.88
H -5.65 0.11 -2.97
C 5.51 1.66 2.39
O 5.31 1.94 1.01
H 6.07 2.48 2.83
H 4.55 1.57 2.90
H 6.08 0.73 2.51
H 4.81 1.21 0.63
C 4.36 4.18 5.24
O 4.99 4.25 3.96
H 5.12 3.96 5.98
H 3.89 5.13 5.48
H 3.61 3.38 5.24
H 4.31 4.45 3.31
C 5.27 -0.68 -4.80
O 4.87 0.54 -4.17
H 4.78 -1.50 -4.28
H 4.96 -0.68 -5.84
H 6.35 -0.80 -4.73
H 5.31 1.26 -4.64

These are the Löwdin partial charges, in e, on atoms 1 to 5: atom 1 (C): -0.050, atom 2 (O): 0.009, atom 3 (B): -0.757, atom 4 (O): 0.064, atom 5 (C): -0.188

ORCA calculation (ωB97M-V/def2-TZVPD) on a 7-piece molecular cluster, CH16O7 overall in a non-equilibrium geometry.

Output
energy above the lowest of the compared OMol25 structures with the same formula, charge and spin = 686.65 kJ/mol
E_tot = -574.11634 Eh
lowest unoccupied orbital energy = -1.3 eV
gap between HOMO and LUMO = 8.242 eV

Cartesian coordinates (Å):
O -2.06 2.05 -1.53
H -2.18 1.61 -2.49
H -1.39 1.57 -1.04
H -2.83 2.13 -1.18
C -0.92 -0.95 -0.68
O -0.22 0.34 -0.63
H -1.58 -0.84 0.07
H -0.18 -1.55 -0.60
H -1.35 -0.85 -1.76
O 1.37 2.36 0.41
H 0.55 1.66 0.27
H 1.99 2.43 -0.31
O 0.51 -1.17 1.88
H 0.71 -0.86 1.14
H 1.12 -0.47 2.33
O 2.08 0.06 -1.53
H 2.51 -0.81 -1.29
H 1.15 0.27 -1.12
O 2.26 -3.19 1.49
H 1.80 -2.49 1.37
H 2.04 -3.61 0.67
O -1.77 1.09 1.56
H -2.46 0.61 2.06
H -1.14 0.62 0.92

These are the Löwdin partial charges, in e, on atoms 1 to 5: atom 1 (O): 0.363, atom 2 (H): 0.267, atom 3 (H): 0.070, atom 4 (H): 0.046, atom 5 (C): -0.100

ORCA calculation (ωB97M-V/def2-TZVPD) on an isolated molecule of C3H7NO in a non-equilibrium geometry.

Output
energy above the lowest of the compared OMol25 structures with the same formula, charge and spin = 210.97 kJ/mol
E_tot = -248.44614 Eh
SMILES = CNCC=O
lowest unoccupied orbital energy = 1.0 eV
gap between HOMO and LUMO = 9.810 eV

Cartesian coordinates (Å):
C 0.16 0.97 1.37
C -0.61 -0.88 -0.03
C -0.21 -0.25 -1.38
H -0.79 1.56 1.72
H 0.67 1.53 0.57
H 0.90 1.14 2.24
H -0.09 -1.12 1.83
H -1.71 -0.63 -0.20
H -0.57 -1.96 -0.17
H -0.84 -0.50 -2.28
N 0.10 -0.44 1.10
O 0.71 0.50 -1.39

These are the Löwdin partial charges, in e, on atoms 1 to 5: atom 1 (C): -0.159, atom 2 (C): -0.249, atom 3 (C): -0.260, atom 4 (H): 0.098, atom 5 (H): 0.067

ORCA calculation (ωB97M-V/def2-TZVPD) on C18H37IrOP3Se as an isolated structure in a non-equilibrium geometry.

Output
energy above the lowest of the compared OMol25 structures with the same formula, charge and spin = 0.00 kJ/mol
net charge = +3
E_tot = -4312.02027 Eh
2S+1 = 5
lowest unoccupied orbital energy (spin up / spin down) = -8.0 / -12.2 eV
gap between HOMO and LUMO (spin up / spin down) = 8.531 / 5.404 eV

Cartesian coordinates (Å):
Ir 0.67 -0.39 0.99
P 2.66 -1.42 0.83
P -0.25 0.07 2.97
P 1.10 1.55 -0.27
H -1.23 -1.91 -2.02
C -0.40 -1.40 -2.57
C 0.85 -1.86 -2.41
H 1.02 -2.80 -1.87
C 2.62 -3.23 1.00
C 3.54 -0.82 2.34
C 3.89 -1.16 -0.49
C -1.97 0.51 3.08
C 0.06 -1.44 3.88
C 0.78 1.47 3.47
C 1.55 1.51 -2.07
C 2.58 2.28 0.48
C -0.26 2.74 -0.20
H -0.62 -0.53 -3.18
H 1.72 -1.26 -2.70
H 2.17 -3.72 0.13
H 2.07 -3.53 1.90
H 3.66 -3.55 1.09
H 2.99 -1.04 3.27
H 3.74 0.26 2.28
H 4.50 -1.38 2.32
H 3.62 -1.68 -1.42
H 4.80 -1.60 -0.08
H 4.07 -0.10 -0.71
H -2.19 0.63 4.15
H -2.55 -0.31 2.62
H -2.16 1.43 2.50
H -0.13 -1.22 4.94
H 1.10 -1.80 3.73
H -0.62 -2.22 3.50
H 0.52 1.61 4.52
H 0.57 2.37 2.88
H 1.85 1.23 3.37
H 1.77 2.53 -2.41
H 0.72 1.12 -2.69
H 2.44 0.88 -2.27
H 2.70 3.28 0.01
H 3.50 1.70 0.30
H 2.45 2.42 1.56
H -0.01 3.58 -0.86
H -0.40 3.11 0.82
H -1.20 2.27 -0.53
C -4.14 0.61 -1.86
C -3.65 -0.15 -2.95
C -4.31 -0.19 -4.17
C -5.48 0.52 -4.39
C -5.97 1.35 -3.35
C -5.29 1.40 -2.12
Se -3.24 0.42 -0.28
H -0.03 0.01 -0.48
H -2.73 -0.68 -2.78
H -3.82 -0.81 -4.94
H -5.97 0.43 -5.37
H -6.87 1.93 -3.59
H -5.66 2.09 -1.37
O -0.86 -3.07 0.67
C -0.28 -2.05 0.76

These are the Löwdin partial charges, in e, on atoms 1 to 5: atom 1 (Ir): 0.694, atom 2 (P): 0.645, atom 3 (P): 0.618, atom 4 (P): 0.638, atom 5 (H): 0.066

ORCA calculation (ωB97M-V/def2-TZVPD) on a 6-piece molecular cluster, H14NO5 overall in a non-equilibrium geometry.

Output
energy above the lowest of the compared OMol25 structures with the same formula, charge and spin = 214.89 kJ/mol
net charge = +1
E_tot = -439.08807 Eh
lowest unoccupied orbital energy = -3.4 eV
gap between HOMO and LUMO = 10.695 eV

Cartesian coordinates (Å):
N -1.42 1.81 0.00
H -1.18 2.80 0.06
H -0.71 1.29 0.66
H -2.42 1.51 0.07
H -0.98 1.42 -0.88
H 0.91 -2.96 1.50
H 1.87 -3.90 0.90
O 1.90 -3.21 1.52
H 0.56 1.20 -2.26
H 0.00 -0.12 -1.83
O -0.27 0.77 -2.03
H -2.98 -2.98 -0.40
H -1.75 -3.05 -1.17
O -1.97 -2.84 -0.29
H 3.15 0.63 -1.82
H 2.60 -0.53 -0.96
O 2.36 0.30 -1.50
H -1.09 3.60 3.05
H 0.31 3.20 2.57
O -0.58 3.14 2.36

These are the Löwdin partial charges, in e, on atoms 1 to 5: atom 1 (N): 0.234, atom 2 (H): 0.119, atom 3 (H): 0.184, atom 4 (H): 0.168, atom 5 (H): 0.028

ORCA calculation (ωB97M-V/def2-TZVPD) on C44H40NO10PS as an isolated structure in a non-equilibrium geometry.

Output
E_tot = -3247.24884 Eh
lowest unoccupied orbital energy = -0.9 eV
gap between HOMO and LUMO = 7.896 eV

Cartesian coordinates (Å):
C -3.61 -0.65 -4.10
C -4.36 -0.21 -2.77
O -4.95 1.09 -2.83
C -3.99 2.14 -2.68
C -4.05 2.87 -1.29
C -2.85 3.91 -1.08
C -3.16 5.31 -1.74
C -2.61 5.48 -3.19
O -3.41 5.44 -4.11
C -1.13 5.75 -3.57
C -0.28 4.64 -4.01
C 1.12 4.75 -4.37
C 1.75 6.07 -4.32
C 0.92 7.21 -3.92
C -0.49 7.08 -3.54
O -1.62 3.35 -1.65
S -1.27 2.17 -0.53
O -1.73 0.83 -0.88
O 0.20 2.04 -0.50
O -2.06 2.68 0.85
C -2.41 4.04 0.46
N -1.05 4.67 0.38
P -3.50 5.08 1.62
C -2.91 6.88 1.67
C -3.05 4.43 3.35
H -2.64 -1.13 -3.77
H -4.18 -1.35 -4.74
H -3.29 0.29 -4.63
H -5.22 -0.93 -2.65
H -3.72 -0.37 -1.86
H -2.98 1.74 -2.97
H -4.25 2.92 -3.47
H -5.01 3.45 -1.28
H -4.12 2.12 -0.46
H -4.28 5.39 -1.81
H -2.85 6.17 -1.08
H -0.77 3.63 -4.03
H 1.65 3.80 -4.65
H 2.82 6.15 -4.62
H 1.44 8.21 -3.91
H -1.07 7.99 -3.24
H -1.09 5.62 0.01
H -0.65 4.68 1.32
H -2.35 7.20 0.75
H -3.79 7.55 1.84
H -2.20 6.99 2.54
H -2.10 3.82 3.27
H -2.79 5.29 4.03
H -3.88 3.86 3.82
C 4.05 1.34 7.25
C 3.47 0.22 7.83
C 2.84 -0.74 7.05
C 2.77 -0.56 5.67
C 3.32 0.58 5.08
C 3.97 1.52 5.87
C 3.20 0.81 3.62
O 3.68 1.80 3.11
C 2.48 -0.19 2.79
C 2.31 0.03 1.43
C 1.65 -0.90 0.65
C 1.16 -2.07 1.22
C 1.32 -2.30 2.58
C 1.97 -1.35 3.37
C 2.10 -1.59 4.83
O 1.67 -2.61 5.34
H 4.55 2.08 7.86
H 3.53 0.08 8.91
H 2.40 -1.61 7.51
H 4.41 2.41 5.42
H 2.69 0.94 0.97
H 1.51 -0.72 -0.41
H 0.64 -2.80 0.61
H 0.93 -3.21 3.03
C -0.34 -9.96 -2.96
C -1.26 -8.98 -2.59
C -0.84 -7.85 -1.90
C 0.50 -7.70 -1.56
C 1.42 -8.70 -1.91
C 1.00 -9.82 -2.62
C 2.85 -8.58 -1.51
O 3.65 -9.44 -1.82
C 3.27 -7.39 -0.73
C 4.59 -7.29 -0.30
C 5.01 -6.17 0.41
C 4.10 -5.15 0.70
C 2.79 -5.25 0.28
C 2.37 -6.38 -0.43
C 0.94 -6.49 -0.84
O 0.15 -5.60 -0.59
H -0.67 -10.83 -3.50
H -2.31 -9.10 -2.85
H -1.56 -7.09 -1.62
H 1.71 -10.59 -2.90
H 5.30 -8.08 -0.53
H 6.03 -6.10 0.75
H 4.43 -4.28 1.26
H 2.09 -4.46 0.51

These are the Löwdin partial charges, in e, on atoms 1 to 5: atom 1 (C): -0.072, atom 2 (C): -0.262, atom 3 (O): -0.159, atom 4 (C): -0.205, atom 5 (C): -0.068

no.,M (g mol⁻¹)
1,535.150
2,857.307
3,132.232
4,811.152
5,140.132
6,73.095
7,633.592
8,108.114
9,805.842